Density functional theory data (ωB97M-V with the def2-TZVPD basis set) for a structure of composition C10H23InN9O6 in a non-equilibrium geometry.

Structure (XYZ):
```
49
Properties=species:S:1:pos:R:3
O -2.973 0.223 -2.471
H -3.947 0.139 -2.712
In -0.615 -0.007 0.606
N -1.587 1.969 -0.421
N 0.548 0.985 -1.326
N -1.005 -1.915 1.786
N 1.079 -1.522 0.378
O -2.917 1.989 -0.645
O -2.202 -2.134 2.239
O 2.296 -1.174 -0.108
O 1.625 0.478 -1.847
C 0.244 2.216 -1.790
C -0.950 2.768 -1.278
C -0.094 -2.905 1.839
C 1.074 -2.676 1.059
C -1.592 4.022 -1.770
H -2.561 3.830 -2.248
H -0.957 4.554 -2.487
H -1.771 4.692 -0.920
C 1.144 2.850 -2.775
H 1.205 2.236 -3.679
H 2.146 2.932 -2.341
H 0.804 3.844 -3.054
C -0.344 -4.110 2.654
C 2.258 -3.564 1.080
H -1.405 -4.166 2.901
H 0.229 -4.062 3.585
H -0.046 -5.017 2.123
H 3.045 -3.136 0.458
H 2.013 -4.569 0.722
H 2.632 -3.682 2.102
H -2.831 -1.258 1.093
H 2.074 -0.419 -0.801
C -2.282 -0.985 -3.181
H -2.232 -0.591 -4.157
H -2.900 -1.887 -3.087
H -1.366 -0.856 -2.596
O -2.665 -0.420 0.518
H -3.113 1.282 -1.291
H -3.221 -0.333 -0.299
N 4.025 1.493 2.098
N 2.723 1.133 2.295
N 2.136 1.129 3.513
C 0.830 1.039 3.154
N 0.676 1.131 1.821
N 1.926 1.164 1.262
H 4.359 1.060 1.252
H 4.536 1.263 2.941
H -0.050 0.968 3.802
```

Output
frontier orbital gap (spin up / spin down) = 7.5 / 7.5 eV
net charge = +1
total energy = -41597.3486 eV